15
Properties=species:S:1:pos:R:3:forces:R:3:nbo_charge:R:1 method="wB97M-V/def2-TZVPD" e_homo_ev="-8.85 / -8.35" homo_lumo_gap_ev="8.8 / 8.5"
C 0.102 -1.703 0.264 -0.029 3.505 0.122 -1.074
C 0.618 0.796 1.052 -1.060 -1.163 -0.132 -0.073
C -1.641 1.800 -0.152 0.597 -3.013 -1.295 -0.522
O 0.802 -1.285 2.857 1.065 -0.346 0.849 -0.963
O 1.579 0.613 0.145 0.064 -0.391 0.030 -0.805
Si 1.764 -1.034 -0.150 0.709 0.542 -2.432 1.377
S -0.108 -0.721 1.869 -1.273 0.401 -1.653 1.197
H -0.649 -1.198 -0.356 0.053 -0.345 -0.175 0.254
H -0.055 -2.720 0.326 -0.414 -2.066 0.604 0.260
H 0.842 1.527 1.769 -0.032 1.278 0.981 0.176
H -1.510 2.747 -0.528 0.488 2.087 -0.606 0.166
H -1.879 1.672 0.861 -0.676 -0.359 0.875 0.177
H -1.746 1.003 -0.954 0.007 0.922 1.531 0.175
H 2.723 -1.567 0.778 0.661 -0.327 0.145 -0.173
H 2.164 -0.885 -1.643 -0.161 -0.724 1.155 -0.171

---

12
Properties=species:S:1:pos:R:3:forces:R:3:nbo_charge:R:1 method="wB97M-V/def2-TZVPD" e_homo_ev=-10.00 homo_lumo_gap_ev=10.7
C -2.753 -0.234 0.214 -0.363 0.725 0.267 -0.761
C -1.187 0.191 -0.110 -5.412 -1.516 1.650 0.799
C 0.869 -0.707 -0.123 0.408 -6.206 0.146 0.032
C 1.572 0.349 -0.095 3.378 0.147 1.142 0.146
H -2.652 -1.324 0.756 -0.856 2.665 -1.860 0.243
H -3.458 -0.135 -0.946 2.199 -0.587 4.107 0.258
H -3.216 0.598 1.139 1.469 -2.561 -3.308 0.251
H 1.420 -1.723 -0.016 -0.906 1.970 -0.251 0.212
H 1.273 1.325 -0.046 -0.127 2.282 -0.174 0.212
O -0.852 1.324 -0.099 1.126 0.459 -0.544 -0.565
O -0.466 -0.955 -0.162 -0.072 1.847 -0.524 -0.475
F 2.908 0.079 0.210 -0.842 0.775 -0.650 -0.352

---

103
Properties=species:S:1:pos:R:3:forces:R:3:lowdin_charge:R:1 method="wB97M-V/def2-TZVPD" e_homo_ev=-11.84 charge=+4 homo_lumo_gap_ev=1.7
N -1.415 -2.518 -1.191 -1.014 -0.074 -0.155 -0.725
O -2.652 -2.582 -1.168 -0.761 -0.097 -0.026 -0.080
O -0.828 -1.642 -0.589 1.093 3.246 2.200 -0.130
O -0.730 -3.284 -1.819 0.964 -2.473 -2.097 -0.058
C 5.892 -2.063 -3.152 -0.632 -0.253 -0.665 0.016
N 5.499 -1.973 -1.753 1.367 2.267 2.154 -0.089
C 6.463 -1.398 -0.899 -1.701 0.205 1.570 0.055
C 6.142 -1.002 0.435 -2.074 -2.049 -1.955 0.085
C 4.805 -1.350 0.882 1.158 0.557 -0.750 -0.099
C 3.900 -1.995 0.026 0.974 0.990 -0.321 0.094
C 4.240 -2.169 -1.331 0.070 -1.044 1.771 0.041
C 4.390 -0.923 2.256 -0.162 0.236 -1.462 -0.147
C 3.328 -0.048 2.430 -0.737 -0.333 -0.462 0.046
C 2.904 0.253 3.685 0.717 -0.516 2.044 0.036
N 3.642 -0.148 4.783 -0.278 0.192 -0.631 -0.041
C 4.747 -0.931 4.604 -0.941 0.908 -0.015 0.054
C 5.104 -1.335 3.332 1.006 0.006 1.165 0.049
C 3.238 0.270 6.197 0.358 -1.528 -0.565 0.063
H 5.242 -1.418 -3.744 -0.134 -0.078 0.062 0.101
H 5.727 -3.096 -3.459 0.501 0.101 -0.276 0.122
H 6.899 -1.666 -3.285 -0.043 -0.602 0.073 0.103
H 7.440 -1.220 -1.324 -0.066 -0.121 -0.067 0.134
H 6.813 -0.540 1.144 0.340 0.063 -0.414 0.129
H 2.928 -2.263 0.413 -0.283 -0.192 -0.295 0.155
H 3.502 -2.641 -1.964 0.130 0.115 -0.499 0.162
H 2.759 0.342 1.599 -0.050 -0.173 -0.109 0.142
H 1.959 0.720 3.921 0.183 0.356 -0.129 0.148
H 5.349 -1.188 5.463 -0.204 0.015 0.196 0.160
H 6.040 -1.855 3.192 -0.165 -0.482 0.200 0.148
H 3.094 -0.699 6.673 0.166 0.195 0.459 0.111
H 2.275 0.775 6.280 0.302 0.220 -0.663 0.103
H 4.064 0.825 6.641 -0.223 -0.005 -0.075 0.110
C -12.469 2.154 7.814 0.687 -0.953 0.735 0.047
N -11.286 2.067 6.991 3.734 0.814 -1.731 -0.104
C -10.769 3.171 6.346 -0.934 -1.269 -0.121 0.046
C -9.712 3.107 5.436 -0.175 -1.180 1.228 0.059
C -9.032 1.863 5.282 -0.603 0.285 0.232 -0.088
C -9.556 0.720 5.972 0.348 2.231 0.964 0.069
C -10.565 0.905 6.950 -0.402 -0.060 -2.630 0.049
C -7.754 1.741 4.466 -0.972 -0.885 0.059 -0.103
C -7.497 0.500 3.849 1.602 0.526 -0.758 0.073
C -6.289 0.314 3.109 -1.924 1.007 1.992 0.068
N -5.415 1.339 3.101 -0.518 0.081 -1.284 -0.087
C -5.670 2.514 3.677 0.552 0.501 0.576 -0.009
C -6.810 2.771 4.363 -1.116 -0.619 0.498 0.046
C -4.227 1.223 2.229 0.174 -1.094 0.816 0.060
H -13.066 1.328 7.427 -0.754 0.481 0.473 0.126
H -12.905 3.153 7.821 -0.062 -0.366 -0.143 0.122
H -12.008 1.885 8.764 -1.115 0.157 0.632 0.124
H -11.340 4.058 6.578 0.172 0.269 -0.380 0.148
H -9.481 4.038 4.938 0.392 -0.130 -0.120 0.134
H -9.030 -0.218 5.865 -0.269 -0.146 0.339 0.123
H -10.964 0.046 7.469 -0.030 0.096 0.335 0.156
H -8.203 -0.315 3.921 0.057 -0.023 -0.173 0.127
H -6.051 -0.630 2.641 0.250 0.120 -0.249 0.165
H -4.892 3.263 3.710 0.198 -0.135 -0.532 0.154
H -6.912 3.725 4.860 -0.145 -0.002 -0.005 0.140
H -3.589 2.101 2.336 -0.212 -0.187 -0.167 0.108
H -4.563 1.014 1.213 0.259 0.190 0.058 0.125
H -3.768 0.340 2.673 0.763 0.035 -0.688 0.121
C -0.227 0.603 -5.684 0.502 0.253 0.369 0.065
N 0.853 1.226 -6.500 -1.513 0.127 -1.770 -0.082
C 2.080 1.453 -6.034 0.692 1.419 -0.424 0.013
C 3.009 2.130 -6.828 -0.848 -0.161 -1.088 0.077
C 2.663 2.491 -8.180 0.288 -0.692 1.426 -0.122
C 1.373 2.271 -8.605 -1.300 -1.313 0.733 0.057
C 0.484 1.585 -7.761 1.513 0.230 0.031 0.056
C 3.650 2.992 -9.142 2.238 1.806 -0.956 -0.118
C 3.632 2.730 -10.540 0.725 0.457 0.493 0.078
C 4.664 3.234 -11.339 0.295 -0.119 0.231 0.044
N 5.716 3.946 -10.849 -0.968 0.320 0.620 -0.098
C 5.727 4.344 -9.582 -1.439 -1.996 1.550 0.050
C 4.709 3.830 -8.705 0.661 0.088 -0.838 0.076
C 6.827 4.316 -11.740 -0.141 -0.861 -0.856 0.053
H -0.225 -0.468 -5.889 -0.100 0.050 0.375 0.128
H -1.179 1.063 -5.949 0.166 -0.144 -0.068 0.114
H 0.006 0.884 -4.657 -0.232 -0.573 0.071 0.112
H 2.257 1.209 -4.997 0.087 -0.158 -0.038 0.151
H 3.981 2.370 -6.424 0.034 -0.218 -0.017 0.123
H 1.004 2.501 -9.594 0.169 0.154 -0.067 0.140
H -0.466 1.218 -8.121 -0.217 0.286 0.219 0.158
H 2.872 2.085 -10.956 0.060 0.093 -0.327 0.134
H 4.822 3.104 -12.399 -0.774 -0.559 -0.135 0.155
H 6.622 4.841 -9.239 -0.234 0.326 0.151 0.153
H 4.817 4.033 -7.650 -0.024 0.322 -0.028 0.119
H 7.704 4.621 -11.169 -0.358 0.364 -0.150 0.118
H 6.438 4.996 -12.497 0.389 0.440 0.309 0.127
H 7.086 3.405 -12.280 0.196 -0.006 0.040 0.117
C 3.461 -5.591 5.729 -0.281 -2.745 -2.192 -0.677
F 3.644 -6.584 6.608 0.241 0.684 -0.304 0.137
F 2.643 -4.726 6.199 -1.060 1.257 0.919 0.163
F 4.609 -4.987 5.432 0.599 0.075 0.206 0.112
S 2.763 -6.399 4.023 -0.922 -2.849 0.333 0.702
O 3.200 -5.555 2.935 0.206 0.502 0.670 -0.371
O 3.274 -7.792 3.934 -1.405 2.983 1.054 -0.323
N 1.026 -6.344 4.309 3.153 -0.416 -0.570 -0.313
S 0.528 -5.085 3.492 -0.241 0.874 -1.888 0.589
O 1.091 -3.853 4.083 -0.983 -0.188 -0.990 -0.410
O 0.589 -5.258 2.012 -0.703 0.856 2.894 -0.350
C -1.387 -5.077 4.011 3.381 0.389 0.371 -0.627
F -1.922 -6.174 3.546 -0.827 0.155 0.228 0.168
F -1.365 -5.039 5.371 -0.835 -0.109 -1.049 0.093
F -1.991 -3.964 3.551 -0.012 -0.797 0.247 0.108

---

99
Properties=species:S:1:pos:R:3:forces:R:3:lowdin_charge:R:1 method="wB97M-V/def2-TZVPD" e_homo_ev=-8.39 homo_lumo_gap_ev=8.6
Mg 13.117 13.545 8.630 -1.033 -0.168 -1.727 0.582
O 11.716 13.742 9.925 0.644 -0.414 0.276 -0.362
C 12.434 13.203 11.029 -0.446 -0.777 0.267 -0.336
C 13.941 13.540 10.975 -0.460 0.810 1.034 -0.378
O 14.513 13.162 9.774 0.673 -0.175 0.138 -0.355
H 12.372 12.052 11.037 -0.113 1.162 0.070 0.111
H 11.990 13.586 11.978 0.312 -0.367 -0.299 0.098
H 14.465 13.087 11.832 -0.070 -0.217 0.049 0.086
H 14.006 14.648 11.213 0.098 -0.531 -0.458 0.116
C 10.689 9.859 14.774 1.348 0.094 -0.862 -0.233
S 11.688 10.360 13.328 -1.013 1.656 0.561 0.783
O 12.450 9.165 12.920 1.050 -0.552 0.008 -0.573
C 12.789 11.637 14.108 0.574 -0.462 -0.375 -0.238
H 10.025 9.167 14.300 -0.600 -0.557 0.093 0.031
H 10.178 10.725 15.126 -0.428 0.614 0.383 0.031
H 11.315 9.377 15.520 -0.007 0.009 0.071 0.057
H 12.203 12.432 14.639 0.444 -1.042 -0.270 0.051
H 13.304 12.130 13.258 -0.410 -0.341 0.422 0.004
H 13.590 11.087 14.670 -0.922 0.600 -0.006 0.065
C 14.918 16.825 6.415 -0.328 0.114 2.057 -0.184
S 13.894 16.508 7.959 2.014 -0.448 -0.985 0.955
O 13.201 15.227 7.511 -0.343 -0.498 0.404 -0.577
C 15.342 15.920 8.935 -0.977 1.300 0.375 -0.287
H 15.625 15.984 6.422 -0.083 0.442 -0.227 0.056
H 15.391 17.810 6.617 -0.203 -0.645 -0.748 0.067
H 14.207 16.737 5.603 0.092 0.421 -0.207 0.049
H 15.030 15.799 9.980 0.180 0.293 -0.508 0.007
H 16.125 16.700 8.850 -0.341 -0.760 0.101 0.079
H 15.538 14.942 8.566 0.487 -0.541 -0.676 0.021
C 8.881 13.607 11.710 -1.932 0.947 0.721 -0.229
S 8.824 14.053 13.503 1.248 0.125 -0.203 0.849
O 10.175 13.568 13.994 -0.859 0.216 -0.075 -0.592
C 8.905 15.862 13.413 -0.859 -0.287 0.392 -0.266
H 8.671 12.545 11.848 0.433 -0.046 -0.732 0.044
H 9.843 13.896 11.331 0.628 -0.301 -0.235 0.013
H 8.067 14.092 11.084 0.787 -0.559 0.972 0.076
H 7.964 16.130 12.957 -0.480 0.210 -0.278 0.040
H 9.677 16.198 12.748 0.678 0.078 0.007 0.005
H 8.893 16.332 14.415 0.421 -0.526 -0.489 0.066
C 18.056 13.909 12.533 0.167 0.124 -1.226 -0.235
S 17.603 14.929 11.088 0.145 0.416 -0.575 0.792
O 18.731 15.869 10.758 -0.408 -0.623 0.404 -0.556
C 17.585 13.597 9.867 0.453 -0.214 0.106 -0.252
H 19.105 13.615 12.356 -0.439 0.000 0.451 0.065
H 17.361 13.059 12.521 0.281 0.161 0.224 0.041
H 17.902 14.557 13.390 0.219 -0.183 0.186 0.039
H 16.666 13.056 10.068 0.048 -0.590 0.324 0.010
H 18.534 13.020 9.854 -0.679 0.245 0.198 0.078
H 17.379 13.968 8.868 0.396 0.563 -0.010 0.041
C 15.367 18.179 13.194 1.679 1.173 -0.305 -0.243
S 15.410 18.942 11.568 0.127 0.318 0.345 0.853
O 15.012 17.895 10.598 -0.509 0.227 -0.110 -0.579
C 14.025 20.059 11.861 -0.069 0.058 1.516 -0.264
H 16.199 17.492 13.212 0.040 -0.600 -0.163 0.039
H 14.436 17.725 13.407 -0.920 -0.357 0.300 0.048
H 15.701 18.974 13.869 -0.583 -0.069 0.233 0.061
H 14.362 20.829 12.591 -0.058 -0.452 -0.491 0.066
H 13.170 19.540 12.320 0.244 -0.012 -0.320 0.048
H 13.726 20.553 10.964 -0.075 0.199 -0.744 0.040
C 15.696 10.456 11.354 -0.960 -1.285 -0.297 -0.224
S 15.361 8.774 10.634 0.487 0.105 0.756 0.805
O 16.404 8.478 9.607 -0.029 0.312 -0.391 -0.584
C 15.886 7.756 12.064 0.714 -0.383 -0.892 -0.249
H 15.238 11.209 10.689 0.060 -0.252 0.439 0.023
H 16.758 10.579 11.421 0.681 0.016 0.044 0.041
H 15.241 10.355 12.349 -0.034 0.549 -0.243 0.041
H 16.045 6.745 11.665 -0.345 0.246 -0.240 0.050
H 15.110 7.683 12.803 -0.198 0.374 0.557 0.035
H 16.898 8.031 12.401 -0.586 0.408 0.178 0.063
C 8.781 13.911 8.101 -0.120 -0.689 0.332 -0.259
S 8.008 12.204 8.152 0.867 1.133 -0.041 0.834
O 7.211 11.980 6.913 0.615 -0.105 0.245 -0.565
C 9.631 11.300 8.108 -0.399 -0.391 0.695 -0.253
H 8.026 14.682 8.222 -0.369 -0.181 0.043 0.049
H 9.351 14.152 7.209 -0.026 -0.498 -0.351 0.059
H 9.468 13.949 8.949 -0.043 -0.114 0.021 -0.001
H 9.990 11.157 7.096 -0.059 0.179 -0.261 0.046
H 9.446 10.319 8.582 -0.080 0.305 -0.380 0.045
H 10.388 11.796 8.738 -0.397 0.215 -0.272 0.034
C 10.952 17.938 10.991 -0.285 -0.297 0.172 -0.262
S 9.498 17.291 10.038 2.106 -0.928 -0.283 0.820
O 8.790 18.460 9.496 -0.191 0.457 -0.355 -0.550
C 10.578 16.483 8.702 -0.195 0.613 0.533 -0.241
H 11.509 18.665 10.427 -0.281 0.625 -0.504 0.037
H 11.705 17.178 11.174 -0.222 -0.651 0.193 0.046
H 10.606 18.363 11.943 -0.012 -0.088 -0.332 0.048
H 9.949 16.259 7.854 -0.339 0.184 -0.146 0.032
H 10.995 15.537 9.061 -0.152 0.202 0.437 0.007
H 11.408 17.122 8.372 -0.527 0.176 0.299 0.012
C 12.999 9.487 7.848 -1.281 0.331 0.572 -0.237
S 13.386 10.733 6.560 0.267 0.651 0.492 0.944
O 12.957 12.133 7.057 0.329 -1.152 0.117 -0.586
C 15.234 10.747 6.667 -0.943 0.161 -0.152 -0.195
H 11.907 9.313 7.929 0.314 -0.037 -1.208 0.050
H 13.054 9.891 8.853 1.295 0.302 0.245 0.041
H 13.509 8.525 7.716 0.102 0.521 -0.053 0.069
H 15.434 11.385 7.517 0.206 0.576 -0.009 0.044
H 15.668 11.075 5.696 -0.417 -0.131 0.864 0.070
H 15.577 9.781 6.980 0.188 -0.723 -0.206 0.036

---

14
Properties=species:S:1:pos:R:3:forces:R:3:nbo_charge:R:1 method="wB97M-V/def2-TZVPD" e_homo_ev=-8.35 homo_lumo_gap_ev=9.5 smiles=C[C@@]12[C@@H]3[C@H]4[C@@H]3N1[C@H]42
C 1.959 0.166 -0.126 0.134 -0.027 -0.005 -0.625
C 0.514 -0.148 0.058 0.307 0.252 -0.152 0.113
C -0.615 -0.299 -0.974 0.063 -0.032 -0.339 -0.266
C -1.525 0.500 -0.049 -0.333 0.208 -0.003 -0.251
C -1.406 -0.988 0.091 -0.279 -0.373 -0.110 -0.064
N -0.271 -0.901 1.101 0.121 -0.098 0.054 -0.362
C -0.378 0.583 0.966 0.054 0.407 0.257 -0.105
H 1.977 1.221 -0.427 0.227 -0.119 -0.019 0.218
H 2.462 -0.404 -0.911 -0.129 -0.163 0.164 0.217
H 2.524 0.080 0.805 -0.104 -0.072 -0.050 0.230
H -0.618 -0.457 -2.045 -0.078 0.163 0.134 0.232
H -2.342 1.156 -0.307 -0.083 -0.184 0.126 0.232
H -2.168 -1.758 0.041 0.242 0.018 0.021 0.219
H -0.113 1.248 1.779 -0.142 0.019 -0.077 0.213

---

16
Properties=species:S:1:pos:R:3:forces:R:3:nbo_charge:R:1 method="wB97M-V/def2-TZVPD" e_homo_ev=-9.27 homo_lumo_gap_ev=9.8 smiles=CC[C@@H](C)PBr
C -0.788 0.768 -1.568 0.006 2.114 0.784 -0.626
C 0.170 -0.192 -0.887 -0.857 -2.366 1.407 -0.409
C 0.702 0.236 0.534 1.825 0.663 -2.294 -0.421
C 0.273 -0.639 1.632 -0.520 -0.743 2.114 -0.644
P 2.721 0.118 0.482 -2.651 -0.721 -1.862 0.503
Br 3.091 1.774 -0.958 0.177 0.145 -0.667 -0.261
H -1.741 1.000 -1.045 0.178 -1.227 -0.209 0.210
H -0.465 1.853 -1.578 0.672 -1.204 -0.408 0.212
H -0.923 0.420 -2.578 -0.511 0.154 -0.401 0.220
H 0.975 -0.489 -1.559 0.091 0.298 -0.111 0.212
H -0.404 -1.216 -0.709 1.000 1.882 -0.479 0.190
H 0.242 1.223 0.668 0.895 0.164 0.239 0.220
H 0.961 -1.488 1.895 -0.475 0.665 -0.443 0.210
H 0.200 0.008 2.582 -0.407 -1.318 -1.246 0.220
H -0.670 -1.096 1.250 0.254 0.266 1.246 0.222
H 3.027 1.005 1.409 0.323 1.230 2.329 -0.057